(1)
Below is C29H46N3O4SW as an isolated structure, with properties calculated with wB97M-V/def2-TZVPD.

Cartesian coordinates (Å):
W -0.15 0.00 0.11
C -0.23 2.16 3.74
C -1.05 0.90 3.89
C -2.08 0.89 4.82
C -2.81 -0.26 5.08
C -2.51 -1.44 4.40
C -1.49 -1.48 3.46
C -1.13 -2.80 2.83
C -0.79 -0.29 3.20
N 0.27 -0.29 2.20
C 1.50 -0.29 2.58
C 1.96 -0.46 3.98
C 2.50 -0.01 1.49
C 3.93 0.12 1.82
N 1.99 0.18 0.32
C 2.83 0.67 -0.78
C 2.99 2.06 -0.89
C 2.55 3.01 0.20
C 3.66 2.56 -2.00
C 4.17 1.70 -2.96
C 4.07 0.34 -2.79
C 3.42 -0.21 -1.68
C 3.50 -1.70 -1.48
H 0.27 2.38 4.68
H -0.87 3.01 3.52
H 0.54 2.11 2.97
H -2.29 1.79 5.38
H -3.59 -0.25 5.82
H -3.04 -2.35 4.64
H -1.01 -3.56 3.60
H -0.19 -2.75 2.28
H -1.92 -3.15 2.16
H 1.14 -0.66 4.66
H 2.49 0.43 4.32
H 2.68 -1.29 4.03
H 4.06 0.90 2.58
H 4.54 0.36 0.95
H 4.30 -0.81 2.28
H 3.23 2.97 1.05
H 1.55 2.81 0.58
H 2.56 4.04 -0.16
H 3.79 3.63 -2.09
H 4.68 2.11 -3.82
H 4.54 -0.33 -3.50
H 4.54 -2.01 -1.52
H 2.98 -2.25 -2.28
H 3.11 -2.03 -0.52
C 0.16 -1.82 -3.55
C -0.87 -0.87 -2.99
O -0.23 0.09 -2.08
C 0.15 1.33 -2.78
C -1.02 2.26 -2.97
H -0.34 -2.56 -4.18
H 0.69 -2.35 -2.75
H 0.90 -1.30 -4.16
H -1.64 -1.37 -2.42
H -1.36 -0.29 -3.77
H 0.60 1.03 -3.73
H 0.94 1.78 -2.17
H -1.73 1.89 -3.71
H -0.65 3.22 -3.34
H -1.55 2.44 -2.04
O -1.10 2.81 0.56
N -0.61 1.79 0.36
C -1.61 -4.20 -0.70
O -1.35 -2.76 -0.50
C -0.23 -2.29 -0.10
C 0.85 -3.25 0.20
H -0.86 -4.61 -1.37
H -2.60 -4.24 -1.15
H -1.61 -4.70 0.26
H 0.48 -4.17 0.66
H 1.61 -2.80 0.84
H 1.33 -3.53 -0.74
C -4.47 -0.57 -1.20
S -3.61 -0.81 0.34
C -4.45 0.39 1.34
O -2.23 -0.16 0.09
H -4.43 0.49 -1.48
H -5.50 -0.89 -1.05
H -4.00 -1.20 -1.96
H -5.47 0.04 1.49
H -4.45 1.36 0.83
H -3.94 0.44 2.30

Results
**2S+1**: 3
**<S²>**: 2.09
**Kohn-Sham gap (alpha / beta)**: 6.9 / 5.7 eV
**LUMO level (alpha / beta)**: -9.85 / -11.01 eV
**Max |F|**: 0.0105 hartree/bohr
**Net charge**: +3



(2)
Below is a 18-piece molecular cluster, C9H52NO18 overall at a distorted geometry, with properties calculated with wB97M-V/def2-TZVPD.

Cartesian coordinates (Å):
C 0.93 -1.15 2.15
C 1.28 -1.33 0.62
C 0.29 -2.33 0.16
C -1.18 -1.92 -0.09
C -1.16 -0.71 -1.05
C -0.19 0.45 -0.60
N 1.17 -0.09 -0.20
O 2.15 0.96 0.13
C -0.77 1.14 0.65
C -0.19 1.34 -1.84
C 2.71 -1.97 0.54
H -0.07 -0.74 2.20
H 1.60 -0.38 2.52
H 1.10 -2.03 2.77
H 0.35 -3.30 0.66
H 0.68 -2.54 -0.84
H -1.76 -1.64 0.79
H -1.77 -2.71 -0.57
H -2.16 -0.29 -0.93
H -0.94 -0.99 -2.08
H -1.47 1.94 0.36
H -0.16 1.53 1.46
H -1.55 0.58 1.17
H -1.20 1.70 -2.03
H 0.13 0.73 -2.69
H 0.43 2.23 -1.91
H 2.94 -2.74 1.28
H 3.44 -1.21 0.81
H 2.98 -2.42 -0.41
O 3.05 -0.61 -2.29
H 3.05 0.26 -2.69
H 2.38 -0.54 -1.61
O -1.74 3.46 -4.02
H -1.83 4.39 -4.25
H -2.54 3.26 -3.52
O -1.51 -2.32 4.32
H -2.29 -2.23 4.87
H -0.78 -2.24 4.93
O 2.51 3.54 -0.53
H 2.35 3.96 0.31
H 2.49 2.60 -0.34
O -1.39 0.73 4.09
H -2.11 1.01 4.67
H -1.09 -0.10 4.47
O -1.89 3.49 3.28
H -1.96 3.01 2.46
H -1.95 2.82 3.96
O 1.91 -5.35 -1.17
H 1.80 -4.40 -1.19
H 2.37 -5.56 -1.99
O 2.84 2.04 -2.99
H 3.54 2.59 -3.33
H 2.61 2.43 -2.14
O 1.73 2.11 2.89
H 1.95 1.65 2.07
H 1.09 1.55 3.32
O 4.96 0.64 -0.21
H 4.06 0.90 -0.40
H 4.87 -0.08 0.42
O -3.85 -4.43 -0.36
H -3.83 -4.02 0.51
H -2.96 -4.74 -0.50
O -2.71 -3.95 2.23
H -2.17 -3.26 2.62
H -2.25 -4.76 2.43
O -1.54 4.73 -0.37
H -1.41 3.80 -0.57
H -1.23 4.83 0.53
O 0.66 2.17 -5.23
H 0.02 2.65 -4.70
H 1.42 2.06 -4.65
O -4.23 -1.21 2.96
H -3.29 -1.05 3.07
H -4.36 -2.11 3.27
O -2.48 -3.37 -3.55
H -2.88 -4.22 -3.39
H -2.70 -2.85 -2.78
O 1.44 5.16 -2.80
H 1.75 4.48 -2.19
H 0.53 4.93 -2.97

Results
**Kohn-Sham gap**: 5.2 eV
**LUMO level**: 1.05 eV
**Relative energy (zero: lowest compared OMol25 entry of this formula, charge and spin)**: 45.2 kcal per mole
**Max |F|**: 0.0567 hartree/bohr
**Net charge**: -1



(3)
Below is C8H16Cl2O24S4Ti as an isolated structure at a distorted geometry, with properties calculated with wB97M-V/def2-TZVPD.

Cartesian coordinates (Å):
Ti 0.61 1.07 -2.06
Cl -0.82 2.79 -8.20
O -0.49 2.77 -6.78
O 0.44 3.17 -8.84
O -1.23 1.45 -8.59
O -1.97 3.69 -8.48
Cl 5.72 -0.85 -5.60
O 5.29 0.06 -4.61
O 6.31 -0.43 -6.88
O 6.60 -1.85 -5.11
O 4.58 -1.58 -6.04
C 0.11 8.18 -0.54
C 0.36 8.21 0.93
O 1.79 8.05 1.10
S 2.42 7.12 -0.18
O 2.08 5.68 -0.16
O 3.78 7.60 -0.45
O 1.30 7.82 -1.17
H -0.36 9.08 -0.94
H -0.64 7.45 -0.85
H -0.21 7.40 1.39
H 0.24 9.18 1.40
C 1.21 -2.40 7.37
C 1.07 -1.10 8.20
O 0.91 -0.17 7.17
S 1.90 -0.47 5.85
O 3.31 -0.03 6.05
O 1.35 -0.19 4.52
O 1.71 -2.07 6.02
H 0.21 -2.80 7.17
H 1.79 -3.17 7.87
H 1.98 -0.84 8.73
H 0.26 -1.00 8.93
C -6.05 -0.84 -1.84
C -6.16 -0.96 -0.35
O -5.32 0.00 0.22
S -5.50 1.39 -0.66
O -4.16 2.00 -0.99
O -6.60 2.16 -0.03
O -6.11 0.57 -1.99
H -6.89 -1.13 -2.47
H -5.06 -1.20 -2.14
H -6.08 -1.97 0.05
H -7.16 -0.69 0.00
C 1.82 -7.74 1.31
C 1.66 -8.31 -0.13
O 1.49 -7.17 -0.94
S 0.38 -6.08 -0.24
O -0.95 -6.70 -0.34
O 0.60 -4.64 -0.58
O 1.21 -6.48 1.19
H 2.87 -7.72 1.59
H 1.21 -8.38 1.93
H 0.77 -8.89 -0.32
H 2.43 -9.01 -0.45

Results
**2S+1**: 4
**<S²>**: 3.75
**Kohn-Sham gap (alpha / beta)**: 3.4 / 4.7 eV
**LUMO level (alpha / beta)**: -1.68 / -0.36 eV
**Relative energy (zero: lowest compared OMol25 entry of this formula, charge and spin)**: 258.0 kcal per mole
**Max |F|**: 0.1184 hartree/bohr
**Net charge**: -1



(4)
Below is C23H31CdCl2N4O3 as an isolated structure at a distorted geometry, with properties calculated with wB97M-V/def2-TZVPD.

Cartesian coordinates (Å):
O 3.39 0.70 -2.74
C 2.75 1.64 -3.19
C 2.38 2.92 -2.54
C 1.69 2.94 -1.32
H 1.38 2.00 -0.87
C 1.38 4.16 -0.74
H 0.91 4.18 0.24
C 1.72 5.35 -1.40
H 1.53 6.30 -0.90
C 2.28 5.31 -2.68
H 2.55 6.24 -3.17
C 2.54 4.09 -3.28
H 2.85 4.03 -4.32
H 2.13 1.49 -4.13
C 0.28 -0.97 -3.60
C -0.56 -0.16 -2.68
H 0.35 -0.49 -4.59
H 0.02 -2.03 -3.80
H 1.32 -0.89 -3.25
C -0.96 1.10 -2.94
C -2.20 1.17 -3.76
H -0.49 2.01 -2.57
H -1.98 1.41 -4.81
H -2.95 1.87 -3.37
H -2.60 0.14 -3.72
Cd -1.00 -0.48 -0.66
Cl -2.29 1.59 -0.23
Cl -1.86 -2.42 -1.94
C -3.16 -1.45 1.49
O -1.92 -1.42 1.33
N -3.71 -2.09 2.53
C -2.86 -2.91 3.40
C -5.15 -2.25 2.68
H -3.87 -0.94 0.82
H -1.84 -2.52 3.43
H -2.86 -3.96 3.06
H -3.30 -2.89 4.41
H -5.65 -1.47 2.10
H -5.42 -2.17 3.74
H -5.48 -3.24 2.32
H 1.73 -3.61 -0.02
H 4.63 -2.44 -0.76
C 1.73 -3.22 -1.05
C 3.97 -2.26 -1.63
N 2.59 -2.05 -1.21
H 0.69 -3.00 -1.34
C 2.30 -0.90 -0.59
O 1.21 -0.70 0.01
H 4.31 -1.36 -2.16
H 3.07 -0.11 -0.64
H 2.12 -3.99 -1.71
H 4.00 -3.13 -2.29
N 2.87 -1.71 4.92
C 1.98 -1.08 4.51
C 0.87 -0.30 3.99
C -0.27 -0.03 4.76
C -1.32 0.69 4.19
C -1.19 1.08 2.85
N -0.10 0.83 2.17
C 0.92 0.19 2.67
H -0.30 -0.38 5.80
H -2.23 0.94 4.73
H -1.99 1.58 2.32
H 1.78 0.00 2.03

Results
**Kohn-Sham gap (alpha / beta)**: 4.3 / 3.8 eV
**LUMO level (alpha / beta)**: 2.40 / 2.40 eV
**Relative energy (zero: lowest compared OMol25 entry of this formula, charge and spin)**: 101.7 kcal per mole
**Max |F|**: 0.0790 hartree/bohr
**Net charge**: -1



(5)
Below is a single C2H8N4O2 molecule at a distorted geometry, with properties calculated with wB97M-V/def2-TZVPD.

Cartesian coordinates (Å):
C -1.17 1.55 0.47
N 0.05 0.87 0.15
N 0.88 1.59 -0.71
C -0.02 -0.56 -0.05
N -1.03 -1.36 -0.24
O -2.30 -0.74 -0.01
N 1.34 -1.05 -0.35
O 2.32 -0.53 0.58
H -1.04 2.60 0.69
H -1.57 1.12 1.35
H -1.85 1.53 -0.32
H 1.85 1.35 -0.47
H 0.57 1.21 -1.64
H -2.79 -1.58 0.04
H 1.33 -2.01 -0.13
H 1.84 -0.33 1.40

Results
**Kohn-Sham gap**: 9.4 eV
**LUMO level**: 0.73 eV
**Relative energy (zero: lowest compared OMol25 entry of this formula, charge and spin)**: 162.0 kcal per mole
**SMILES**: CN(N)/C(=N\O)NO
**Max |F|**: 0.0541 hartree/bohr



(6)
Below is C7H16NaO2S as an isolated structure, with properties calculated with wB97M-V/def2-TZVPD.

Cartesian coordinates (Å):
C 4.37 0.12 0.81
C 3.89 -0.46 -0.53
S 2.30 0.28 -0.99
C 1.19 -0.32 0.32
C -0.23 -0.45 -0.21
O -0.73 0.86 -0.33
C -2.10 0.91 -0.71
C -3.03 0.78 0.49
O -3.41 -0.55 0.76
C -4.43 -1.03 -0.10
H 3.54 0.32 1.48
H 4.86 1.08 0.59
H 5.10 -0.47 1.36
H 4.53 -0.14 -1.35
H 3.89 -1.55 -0.55
H 1.17 0.38 1.16
H 1.57 -1.29 0.67
H -0.82 -1.06 0.48
H -0.23 -0.95 -1.19
H -2.30 0.10 -1.42
H -2.24 1.86 -1.23
H -2.48 1.12 1.37
H -3.92 1.42 0.38
H -4.58 -2.08 0.12
H -5.37 -0.48 0.07
H -4.16 -0.93 -1.16
Na 3.62 2.52 -0.26

Results
**Kohn-Sham gap**: 7.6 eV
**LUMO level**: -4.25 eV
**Relative energy (zero: lowest compared OMol25 entry of this formula, charge and spin)**: 0.0 kcal per mole
**Max |F|**: 0.0107 hartree/bohr
**Net charge**: +1